Entry 1:
# C10H21O6PS

A molecular structure, C10H21O6PS (ωB97M-V with the def2-TZVPD basis set, the OMol25 dataset).

Output
spin multiplicity: 1
LUMO energy: 0.420 eV
HOMO level: -9.63 eV
frontier orbital gap: 10.1 eV

```
39
C10H21O6PS ωB97M-V with the def2-TZVPD basis set
C 5.156 -1.421 0.319
C 4.826 -0.250 -0.604
O 3.436 0.076 -0.422
C 2.857 0.758 -1.421
O 3.436 1.142 -2.417
C 1.407 1.025 -1.136
C 1.250 2.113 -0.073
C -0.185 2.662 -0.012
O -0.867 2.395 1.227
P -1.582 0.993 1.422
O -2.337 0.920 2.669
O -0.375 -0.080 1.288
S 0.380 -0.544 2.709
O -2.394 0.828 0.086
C -3.398 -0.216 -0.005
C -3.663 -0.361 -1.500
C -2.970 -1.541 0.610
C -3.957 -2.673 0.340
H 4.304 -1.665 0.942
H 5.403 -2.307 -0.256
H 6.006 -1.201 0.954
H 5.007 -0.527 -1.632
H 5.411 0.617 -0.325
H 0.966 0.091 -0.795
H 0.909 1.300 -2.058
H 1.522 1.722 0.899
H 1.904 2.931 -0.356
H -0.148 3.741 -0.090
H -0.753 2.313 -0.869
H 1.264 0.464 2.831
H -4.322 0.110 0.465
H -3.670 0.629 -1.940
H -4.581 -0.896 -1.693
H -2.826 -0.902 -1.937
H -2.011 -1.814 0.176
H -2.878 -1.466 1.688
H -4.921 -2.487 0.801
H -3.556 -3.560 0.824
H -4.048 -2.914 -0.711
```

=====

Entry 2:
# C48H144O24

24 unconnected molecules or ions with the total composition C48H144O24 (ωB97M-V with the def2-TZVPD basis set, the OMol25 dataset).

Output
energy relative to the best compared isomer or geometry (same formula, charge and spin): 102.9 kJ/mol
spin multiplicity: 1
LUMO energy: 0.160 eV
HOMO level: -9.16 eV
frontier orbital gap: 9.3 eV

```
216
C48H144O24 ωB97M-V with the def2-TZVPD basis set
C 2.466 -2.722 0.284
C 3.584 -2.024 1.134
O 3.108 -0.762 1.680
H 1.647 -3.014 0.941
H 2.887 -3.650 -0.105
H 2.022 -2.185 -0.555
H 4.493 -1.828 0.565
H 3.912 -2.643 1.969
H 3.658 -0.507 2.424
C -4.911 -3.173 -0.900
C -4.295 -3.050 0.526
O -5.194 -2.354 1.329
H -5.008 -2.211 -1.403
H -5.886 -3.659 -0.875
H -4.231 -3.733 -1.543
H -3.303 -2.602 0.559
H -4.230 -4.032 0.995
H -4.787 -2.092 2.157
C 5.517 1.231 -0.464
C 6.595 0.397 -0.988
O 6.708 0.728 -2.325
H 4.616 1.055 -1.052
H 5.785 2.264 -0.687
H 5.390 1.045 0.602
H 6.134 -0.590 -0.963
H 7.590 0.423 -0.543
H 7.485 0.249 -2.622
C 4.447 -2.775 -2.910
C 3.665 -1.462 -3.103
O 2.395 -1.898 -3.561
H 4.436 -3.366 -3.826
H 3.986 -3.341 -2.101
H 5.471 -2.610 -2.574
H 4.096 -0.762 -3.819
H 3.513 -0.856 -2.210
H 1.931 -1.171 -3.983
C -1.772 -3.621 -3.702
C -1.351 -2.661 -2.619
O -0.848 -3.428 -1.540
H -2.032 -3.138 -4.644
H -2.577 -4.278 -3.370
H -0.959 -4.234 -4.092
H -2.142 -1.975 -2.315
H -0.493 -2.040 -2.878
H -0.015 -3.803 -1.836
C -3.387 0.607 2.972
C -3.926 -0.289 4.132
O -3.913 -1.653 3.815
H -3.824 0.356 2.005
H -2.319 0.403 2.894
H -3.428 1.667 3.223
H -4.929 -0.018 4.462
H -3.307 -0.215 5.027
H -2.982 -1.833 3.667
C -6.144 3.025 2.597
C -7.120 4.165 2.903
O -8.424 3.656 2.639
H -6.177 2.144 3.238
H -5.129 3.422 2.584
H -6.248 2.617 1.591
H -6.918 5.087 2.357
H -7.035 4.449 3.951
H -8.663 3.091 3.378
C 2.469 -5.727 1.991
C 2.250 -7.217 1.791
O 3.198 -7.987 2.526
H 3.494 -5.392 1.832
H 2.184 -5.431 3.001
H 1.793 -5.149 1.360
H 2.345 -7.362 0.715
H 1.226 -7.488 2.048
H 3.179 -8.896 2.218
C -5.163 -2.205 -4.858
C -6.491 -1.931 -5.564
O -7.441 -2.590 -4.765
H -5.079 -2.156 -3.772
H -4.444 -1.470 -5.221
H -4.762 -3.184 -5.119
H -6.555 -2.276 -6.596
H -6.720 -0.867 -5.494
H -7.433 -2.247 -3.868
C -0.167 8.024 -0.651
C 0.868 6.912 -0.791
O 0.902 6.475 -2.107
H -1.135 7.530 -0.733
H -0.048 8.774 -1.432
H -0.084 8.575 0.286
H 0.709 6.103 -0.079
H 1.892 7.240 -0.614
H 1.436 5.678 -2.140
C -1.660 -6.520 1.800
C -1.044 -5.719 0.606
O -1.076 -4.310 0.930
H -1.417 -7.573 1.658
H -2.748 -6.455 1.784
H -1.388 -6.265 2.824
H -1.568 -6.003 -0.307
H -0.008 -6.038 0.491
H -1.075 -3.889 0.067
C -0.270 -2.052 4.993
C -0.214 -2.694 3.614
O -1.504 -2.676 3.043
H -0.907 -2.590 5.696
H -0.602 -1.021 4.866
H 0.734 -2.076 5.416
H 0.198 -3.704 3.619
H 0.430 -2.146 2.927
H -1.483 -3.316 2.328
C 1.116 -6.599 -2.777
C 1.778 -5.364 -3.323
O 1.582 -4.314 -2.366
H 1.054 -7.332 -3.581
H 0.120 -6.380 -2.391
H 1.758 -7.017 -2.001
H 1.349 -5.123 -4.295
H 2.854 -5.520 -3.409
H 1.915 -3.516 -2.781
C -1.196 0.536 -0.397
C 0.106 -0.260 -0.144
O 0.755 0.356 1.008
H -1.659 0.117 -1.291
H -0.978 1.583 -0.608
H -1.857 0.546 0.470
H 0.748 -0.143 -1.016
H -0.188 -1.305 -0.056
H 1.563 -0.120 1.211
C 2.396 3.087 -0.116
C 3.270 4.292 -0.447
O 3.306 4.597 -1.826
H 2.636 2.109 -0.532
H 1.421 3.290 -0.560
H 2.153 2.930 0.935
H 4.316 4.120 -0.194
H 2.851 5.116 0.130
H 4.028 4.101 -2.219
C 7.261 3.350 2.241
C 5.786 3.518 2.719
O 5.569 4.872 3.067
H 7.916 3.639 3.063
H 7.436 4.087 1.457
H 7.501 2.349 1.885
H 5.591 2.863 3.568
H 5.125 3.184 1.919
H 4.780 5.007 3.597
C 0.018 2.032 4.319
C 0.165 3.129 3.213
O -0.543 2.614 2.116
H -1.022 1.842 4.583
H 0.539 2.266 5.248
H 0.466 1.107 3.955
H 1.205 3.345 2.966
H -0.167 4.120 3.522
H -0.030 1.915 1.702
C 4.397 -3.546 5.007
C 5.167 -2.939 6.181
O 5.872 -1.751 5.770
H 3.759 -2.807 4.521
H 3.807 -4.394 5.354
H 5.079 -3.844 4.211
H 5.820 -3.680 6.643
H 4.495 -2.638 6.984
H 6.294 -1.287 6.497
C 3.218 0.598 5.716
C 4.247 0.913 4.673
O 4.644 -0.269 3.958
H 3.628 0.023 6.546
H 2.332 0.114 5.305
H 2.830 1.536 6.112
H 5.068 1.489 5.099
H 3.801 1.508 3.876
H 5.083 -0.889 4.545
C -2.268 0.389 -6.114
C -2.831 1.122 -4.863
O -1.881 0.950 -3.811
H -2.977 0.401 -6.942
H -2.058 -0.670 -5.964
H -1.327 0.846 -6.420
H -3.836 0.750 -4.663
H -2.957 2.187 -5.055
H -2.348 1.266 -3.034
C -3.978 5.654 0.154
C -2.799 5.020 0.790
O -2.571 3.748 0.235
H -3.963 6.708 0.434
H -4.982 5.255 0.297
H -3.800 5.729 -0.919
H -2.940 4.968 1.869
H -1.921 5.618 0.544
H -1.790 3.354 0.631
C -1.201 4.746 -4.114
C -2.495 5.397 -3.796
O -2.931 6.011 -4.953
H -0.978 4.088 -3.274
H -0.311 5.363 -4.232
H -1.259 4.120 -5.004
H -2.475 6.095 -2.959
H -3.123 4.568 -3.472
H -3.879 6.156 -4.896
C 1.481 2.278 -3.526
C 1.224 1.586 -4.805
O 0.864 0.222 -4.601
H 0.713 2.219 -2.756
H 1.716 3.332 -3.676
H 2.429 1.935 -3.111
H 2.122 1.659 -5.419
H 0.377 2.044 -5.317
H -0.080 0.316 -4.456
C -5.207 0.759 -2.262
C -4.554 1.630 -1.205
O -3.473 2.336 -1.817
H -6.133 0.377 -1.833
H -4.536 -0.042 -2.571
H -5.362 1.386 -3.140
H -4.085 1.132 -0.357
H -5.268 2.352 -0.809
H -3.129 2.966 -1.180
```

=====

Entry 3:
# C36H38GeN4O4S5SeW

A molecular structure, C36H38GeN4O4S5SeW (ωB97M-V with the def2-TZVPD basis set, the OMol25 dataset).

Output
energy relative to the best compared isomer or geometry (same formula, charge and spin): 330.1 kJ/mol
spin multiplicity: 3
LUMO energy (alpha / beta): -1.913 / -2.001 eV
HOMO level (alpha / beta): -6.34 / -6.34 eV
frontier orbital gap (alpha / beta): 4.4 / 4.3 eV
⟨S²⟩: 2.016

```
90
C36H38GeN4O4S5SeW ωB97M-V with the def2-TZVPD basis set
W -13.153 1.524 10.973
S -12.077 3.168 12.214
C -11.396 4.407 11.163
C -11.055 5.608 11.782
C -10.548 6.676 11.066
C -10.529 6.584 9.673
C -11.074 5.501 9.020
C -11.475 4.381 9.739
S -11.656 2.666 9.177
C -13.012 2.704 8.025
C -13.338 1.237 7.913
C -13.633 0.790 6.605
C -14.279 -0.412 6.474
C -14.528 -1.189 7.622
C -13.947 -0.801 8.858
C -13.938 -1.872 9.963
S -14.410 -0.851 11.370
C -13.423 -1.395 12.712
C -13.919 -2.350 13.623
C -13.040 -2.959 14.495
C -11.692 -2.651 14.455
C -11.186 -1.757 13.571
C -12.037 -1.051 12.708
S -11.476 0.147 11.546
N -13.371 0.440 9.009
H -11.232 5.691 12.879
H -10.127 7.533 11.588
H -10.037 7.363 9.085
H -11.084 5.458 7.950
H -12.769 3.174 7.073
H -13.895 3.234 8.443
H -13.411 1.445 5.763
H -14.706 -0.662 5.502
H -15.096 -2.145 7.531
H -12.930 -2.368 10.073
H -14.770 -2.565 9.788
H -14.948 -2.531 13.683
H -13.371 -3.769 15.151
H -11.029 -3.141 15.136
H -10.127 -1.646 13.522
O -16.403 10.133 3.810
C -16.038 9.070 4.319
O -15.271 8.676 5.226
C -16.802 7.839 3.761
C -18.142 8.054 3.263
C -18.935 7.001 2.806
C -18.361 5.726 2.652
C -17.085 5.570 3.229
C -16.249 6.545 3.740
N -16.756 4.140 3.504
O -17.452 3.248 2.962
O -15.833 3.937 4.296
H -18.492 9.086 3.224
H -20.012 7.166 2.659
H -18.742 4.893 2.094
H -15.314 6.334 4.192
C -22.757 3.458 8.746
Ge -21.216 2.799 9.695
C -20.629 3.544 11.403
C -21.433 0.973 10.344
C -19.717 2.946 8.397
Se -19.647 1.550 7.005
C -20.326 2.588 5.441
H -23.672 3.065 9.259
H -22.821 3.093 7.729
H -22.753 4.554 8.749
H -21.401 3.318 12.183
H -20.463 4.608 11.424
H -19.713 3.030 11.703
H -22.080 1.061 11.210
H -20.416 0.654 10.622
H -21.802 0.269 9.582
H -18.759 2.877 8.968
H -19.815 3.901 7.848
H -21.089 1.903 5.015
H -19.517 2.717 4.700
H -20.747 3.517 5.784
C -17.377 3.560 14.835
C -16.367 2.761 14.113
C -15.246 2.194 14.748
C -14.303 1.601 13.976
N -14.423 1.737 12.617
C -15.583 2.161 12.098
S -15.548 2.210 10.300
N -16.598 2.475 12.842
H -17.700 3.060 15.743
H -18.277 3.692 14.251
H -16.984 4.556 15.099
H -15.183 2.043 15.844
H -13.459 1.016 14.325
```

=====

Entry 4:
# C2H4FP

2 unconnected molecules or ions with the total composition C2H4FP (ωB97M-V with the def2-TZVPD basis set, the OMol25 dataset).

Output
energy relative to the best compared isomer or geometry (same formula, charge and spin): 138.1 kJ/mol
SMILES string: CC#P.F
spin multiplicity: 1
LUMO energy: 0.567 eV
HOMO level: -9.50 eV
frontier orbital gap: 10.1 eV

```
8
C2H4FP ωB97M-V with the def2-TZVPD basis set
C 0.546 0.242 1.385
C 0.096 0.690 0.059
P -0.475 1.280 -1.281
H 0.421 0.848 2.170
H 1.638 0.119 1.133
H 0.066 -0.633 1.695
F -0.942 -1.642 -2.355
H -1.350 -0.904 -2.807
```

=====

For the records above, the corresponding DFT total energy values read -43122.1601 -101246.6070 -229958.0209 -14142.9358 eV.